Computed, not measured: a 3-piece molecular cluster, C22H42BrN4O10S overall at a distorted geometry, with ωB97M-V with the def2-TZVPD basis set.

Calculated values
* orbital gap: 0.235 hartree
* HOMO energy: -10.8 eV
* multiplicity: 1
* total charge: +1

Positions of all 80 atoms, in Å:
H: 3.002 -2.827 3.378
H: -2.179 -1.366 -1.910
H: -6.955 -0.361 6.541
H: -8.906 0.940 3.995
N: 3.301 -1.803 -0.054
C: 1.939 -1.294 -0.271
C: -2.578 -1.975 0.295
H: -4.734 1.412 5.850
O: 4.449 0.205 -5.930
C: -8.579 1.674 4.733
C: -1.908 -1.039 -0.833
H: -4.901 2.642 7.093
H: -7.438 2.533 6.768
H: 8.330 3.114 -5.738
H: -9.187 1.551 5.634
H: 3.072 -1.092 2.557
C: 2.545 3.707 -4.608
H: 1.411 -4.358 0.167
O: -5.657 0.855 7.639
O: -4.738 -0.873 5.244
O: 0.508 2.961 -2.073
C: -6.092 -0.436 7.206
H: 6.100 1.824 -8.386
H: 8.334 1.372 -6.065
H: -3.346 -0.917 3.757
C: 3.330 -2.749 1.085
H: 4.011 2.026 -6.860
O: 6.576 2.381 -6.478
H: 1.564 -2.116 2.346
C: 2.711 -2.189 2.481
C: -4.970 -1.267 6.595
C: 3.925 -2.360 -1.293
C: 3.365 -3.563 -2.185
H: 3.705 1.779 -3.041
Br: -1.577 -2.016 2.027
S: 0.392 -3.673 -0.486
H: 2.671 -3.088 -2.978
O: -0.052 1.783 -0.448
H: 2.664 0.741 -0.114
C: 4.586 1.113 -7.027
H: 6.624 0.484 -7.324
H: -4.058 -1.143 7.189
H: 5.701 1.230 -4.611
C: -0.337 -0.908 -0.586
N: 1.839 0.142 -0.257
C: 0.427 0.437 -0.439
H: 2.710 4.685 -5.063
H: -3.323 -2.327 4.840
H: -2.358 0.014 -0.704
N: -0.267 2.105 -1.775
H: -3.933 -0.620 1.439
C: -3.451 -1.242 4.791
H: 4.260 -4.021 -2.756
N: 0.674 -1.960 -0.452
C: -5.416 1.809 6.604
H: -2.681 -0.742 5.389
H: -6.484 3.292 5.458
O: 5.018 -1.840 -1.672
O: -7.215 1.432 5.023
C: 3.619 1.668 -4.130
H: 2.876 -4.411 -1.599
O: 3.744 2.963 -4.707
H: -2.705 -3.028 -0.171
C: -4.087 -1.472 0.677
C: 6.040 1.410 -7.373
H: 4.776 -0.118 -3.968
H: -4.577 -2.336 1.239
H: 2.641 1.237 -4.378
O: 3.754 -3.939 1.026
H: -8.713 2.679 4.320
C: 7.990 2.345 -6.433
H: 8.412 2.546 -7.421
H: -6.432 -0.945 8.113
C: -6.698 2.352 5.981
H: -5.258 -2.324 6.586
H: -4.666 -1.109 -0.239
H: 1.739 3.206 -5.153
H: 4.133 0.604 -7.883
C: 4.724 0.746 -4.638
H: 2.263 3.846 -3.560

---

Computed, not measured: C5H12O3Rh as an isolated structure at a distorted geometry, with ωB97M-V with the def2-TZVPD basis set.

Calculated values
* orbital gap (spin up / spin down): 0.308 / 0.236 hartree
* HOMO energy (spin up / spin down): -14.7 / -19.0 eV
* multiplicity: 6
* energy relative to the best compared isomer or geometry (same formula, charge and spin): 0.0 kcal per mole
* total charge: +2
* expectation value of S²: 8.757

Positions of all 21 atoms, in Å:
C: -0.993 1.243 -0.866
H: -1.366 0.572 -1.661
H: -0.978 -2.418 0.960
H: 1.426 -2.906 0.072
C: 0.065 2.626 -2.436
O: -0.479 -2.112 1.802
C: 0.604 -1.326 1.285
H: -0.299 1.097 1.166
H: -1.745 0.128 0.794
H: -0.673 3.435 -2.301
O: 0.201 1.863 -1.264
H: 2.527 -1.549 0.399
H: -0.253 1.999 -3.287
Rh: -1.360 -1.982 3.522
C: 1.751 -2.188 0.838
O: 0.048 -0.669 0.136
H: -1.776 1.999 -0.672
H: 2.169 -2.728 1.695
H: 0.856 -0.607 2.079
C: -0.771 0.458 0.401
H: 1.043 3.067 -2.664

---

Computed, not measured: C5H6N2O as an isolated structure, with ωB97M-V with the def2-TZVPD basis set.

Calculated values
* orbital gap (spin up / spin down): 0.241 / 0.241 hartree
* HOMO energy (spin up / spin down): -7.5 / -7.5 eV
* multiplicity: 1
* energy relative to the best compared isomer or geometry (same formula, charge and spin): 113.6 kcal per mole

Positions of all 14 atoms, in Å:
H: 1.882 1.522 -0.646
C: -2.096 0.285 -0.490
C: -0.053 0.424 0.539
N: 1.771 -1.222 0.836
H: -3.064 0.409 -0.945
H: 1.125 -1.670 1.479
C: 1.240 -0.188 0.291
N: 1.980 0.517 -0.674
H: -0.724 1.914 -1.004
H: 2.950 0.231 -0.654
C: -0.973 1.023 -0.442
O: -0.988 -0.523 1.425
H: -1.498 -1.881 -0.025
C: -1.551 -0.841 0.312